C6H23ClF2N5O6PS2Ti | wB97M-V/def2-TZVPD

ORCA input file:
```
! wB97M-V def2-TZVPD RIJCOSX def2/J DEFGRID3
* xyz -1 4
Ti 0.54422 -1.04265 -2.13484
N 0.40627 -3.71460 -3.49486
H 1.11251 -3.14629 -3.04949
H 0.59391 -4.65031 -3.82551
H 0.56812 -3.17311 -4.33193
H -0.47679 -3.44787 -3.08356
Cl 0.83374 0.42870 -4.40136
N -1.32765 -2.58781 -1.85813
S -1.71915 -3.01225 -0.50384
O -2.01543 -4.40542 -0.26342
O -2.22457 -1.93415 0.40171
F -0.11696 -2.97587 -0.05210
S -2.92180 -2.01366 -2.25432
O -3.21989 -0.60188 -1.84223
O -4.05092 -2.91891 -2.14343
F -2.62765 -2.03727 -3.88614
O 2.43605 -2.20748 -2.69182
H 2.91025 -1.35792 -2.60287
O 1.02936 0.03275 -0.12464
P 0.61496 0.95909 0.92325
N 0.24009 0.28418 2.44339
C 0.67318 -1.10128 2.71268
C -0.71214 0.71107 3.50823
N -0.64335 1.80232 0.26843
C -2.03574 1.94648 0.73701
C -0.28275 2.63373 -0.81506
N 1.78088 2.17351 1.29768
C 3.19828 2.00919 0.85958
C 1.44930 3.33334 2.09130
H 1.69400 -1.07894 2.33118
H 0.08916 -1.89977 2.25505
H 0.73712 -1.29680 3.78309
H -1.03049 1.74772 3.61834
H -0.34804 0.46338 4.50532
H -1.66352 0.20121 3.35653
H -2.37673 1.82910 1.76562
H -2.32973 2.98273 0.57011
H -2.78895 1.44197 0.13183
H -1.16120 2.87066 -1.41531
H 0.04049 3.56434 -0.34861
H 0.57868 2.34046 -1.41507
H 3.34494 0.95528 1.09592
H 3.26880 2.13109 -0.22128
H 3.83040 2.77829 1.30346
H 1.51516 3.11201 3.15656
H 0.46215 3.75905 1.91124
H 2.12139 4.11282 1.73240
*
```

Kohn-Sham gap (spin up / spin down) (eV): 3.54 / 8.69
E_LUMO (spin up / spin down) (eV): 2.42 / 2.39
Expectation value of S²: 3.755

Löwdin atomic charge list, values in e, 5 entries: atom 1 (Ti): 0.736, atom 2 (N): 0.249, atom 3 (H): -0.009, atom 4 (H): 0.140, atom 5 (H): 0.122



C6H23ClNO4P2 | wB97M-V/def2-TZVPD

ORCA input file:
```
! wB97M-V def2-TZVPD RIJCOSX def2/J DEFGRID3
* xyz 1 1
C -3.27785 2.34317 0.02380
C -2.06422 1.57399 -0.52081
C -1.24197 0.96855 0.60364
Cl -2.24707 -0.10531 1.61654
P 0.08540 -0.16360 0.04352
P 1.54312 -0.76425 1.69305
N 0.68332 -1.94385 2.59606
O 1.56617 0.49414 2.70129
H -3.08583 2.65614 1.04250
H -3.44405 3.24468 -0.54674
H -4.14580 1.70458 0.01921
H -1.44997 2.25580 -1.09568
H -2.41589 0.75587 -1.13674
H -0.81408 1.73912 1.22854
H -0.54147 -1.34305 -0.35508
H 0.77089 0.37845 -1.04431
H -0.12979 -1.56061 3.07478
H 0.35070 -2.65406 1.94696
H 0.73193 0.64233 3.18334
C -3.82372 3.89722 -3.77265
O -2.77165 4.33134 -2.90763
H -4.68067 4.53611 -3.58385
H -3.53694 3.99343 -4.82121
H -4.10540 2.86017 -3.56857
H -2.00401 3.77920 -3.08449
C 3.29319 -1.12516 -2.33019
O 3.27158 -0.86156 -0.92021
H 2.44908 -1.77325 -2.55600
H 3.20021 -0.20349 -2.90979
H 4.21001 -1.63852 -2.61818
H 4.02739 -0.29847 -0.71955
C 3.23850 -4.97609 3.04147
O 3.88468 -3.71781 3.20201
H 3.99046 -5.68783 2.71461
H 2.80872 -5.32618 3.98290
H 2.45025 -4.92667 2.28274
H 3.22478 -3.08455 3.49471
*
```

Kohn-Sham gap (eV): 8.95
E_LUMO (eV): -3.53

Löwdin atomic charge list, values in e, 5 entries: atom 1 (C): -0.093, atom 2 (C): -0.329, atom 3 (C): -0.898, atom 4 (Cl): 0.644, atom 5 (P): 0.866



C6H23FN2O9P3 | wB97M-V/def2-TZVPD

ORCA input file:
```
! wB97M-V def2-TZVPD RIJCOSX def2/J DEFGRID3
* xyz 1 1
N -1.47385 4.81540 1.93688
P -0.83763 4.62086 0.42342
O 0.73001 4.90268 0.59462
N -0.69230 2.62932 0.47050
F -1.57499 2.09800 1.37453
H -2.40414 5.21475 1.92052
H -0.90228 5.26898 2.63926
H 1.18199 4.53175 1.36750
H 0.23834 2.30459 0.74445
H -0.91968 2.25972 -0.47159
C 1.45988 1.95828 -4.94171
O 0.80426 0.70869 -4.66815
P 0.42272 0.27695 -3.20762
O 0.03881 1.38952 -2.31581
O 1.61727 -0.59337 -2.63528
C 2.96254 -0.10774 -2.69552
O -0.67570 -0.79644 -3.49679
C -1.22743 -1.49645 -2.36498
H 0.99307 2.38385 -5.82526
H 1.35185 2.64858 -4.10657
H 2.51307 1.77270 -5.14332
H 3.01654 0.94754 -2.42126
H 3.36369 -0.25443 -3.69777
H 3.54552 -0.68923 -1.98758
H -1.77401 -0.80682 -1.72473
H -0.43498 -1.97384 -1.79175
H -1.90504 -2.25323 -2.74526
C -1.02050 -0.22785 3.57881
O -0.01049 -1.15906 3.17926
P -0.39111 -2.30191 2.14637
O -1.38035 -1.89726 1.14134
O -0.78903 -3.58129 2.98791
C -1.76497 -3.49641 4.03197
O 1.03710 -2.69033 1.62145
C 1.15087 -3.79284 0.70246
H -0.56867 0.76224 3.60749
H -1.85227 -0.22856 2.87500
H -1.38160 -0.47550 4.57591
H -2.62210 -2.89580 3.72325
H -1.30971 -3.07670 4.92895
H -2.09985 -4.50782 4.23994
H 0.64922 -3.55510 -0.23427
H 0.72446 -4.69569 1.13673
H 2.21148 -3.94073 0.52672
*
```

Kohn-Sham gap (eV): 9.68
E_LUMO (eV): -3.09

Löwdin atomic charge list, values in e, 5 entries: atom 1 (N): -0.149, atom 2 (P): 0.912, atom 3 (O): -0.262, atom 4 (N): -0.014, atom 5 (F): -0.032



C6H23NO5 | wB97M-V/def2-TZVPD

ORCA input file:
```
! wB97M-V def2-TZVPD RIJCOSX def2/J DEFGRID3
* xyz 0 1
C 1.61386 -0.88330 -2.36451
C 0.86061 0.31830 -1.83127
C -0.49516 0.01026 -1.25252
N -0.36805 -0.49781 0.10042
C -1.03380 0.18257 1.22013
C -0.17827 1.28817 1.66674
C -0.80871 2.60730 2.09298
O 0.63783 0.77136 2.81089
H 1.10960 -1.62725 -2.99105
H 2.36277 -0.45027 -3.04690
H 1.93133 -1.43128 -1.42829
H 1.45601 0.88450 -1.06873
H 0.80577 1.22364 -2.54979
H -1.05868 -0.76550 -1.91705
H -1.14384 0.92005 -1.28428
H -0.72400 -1.43143 0.20410
H -1.98656 0.55725 0.87026
H -1.23415 -0.58116 2.02126
H 0.75889 1.62141 1.04068
H -1.10047 3.24372 1.29483
H -1.63283 2.38133 2.72316
H 0.02750 3.16161 2.56283
H 0.02878 0.52314 3.55586
O 2.47227 -0.81665 1.11435
H 2.33253 -0.32344 1.88663
H 1.64822 -0.68434 0.64294
O -2.82122 -2.15913 -0.90757
H -1.99894 -2.62352 -0.98763
H -2.65642 -1.23906 -1.31166
O 0.02722 3.21042 -1.25688
H 0.93876 2.92310 -1.17138
H 0.15731 3.94946 -0.67444
O -0.07169 -3.59173 -1.08362
H 0.18716 -3.76342 -0.18872
H 0.72697 -3.34872 -1.54881
*
```

Kohn-Sham gap (eV): 9.77
E_LUMO (eV): 0.51

Löwdin atomic charge list, values in e, 5 entries: atom 1 (C): -0.103, atom 2 (C): -0.288, atom 3 (C): -0.246, atom 4 (N): -0.077, atom 5 (C): -0.170



C6H24CuN13O9 | wB97M-V/def2-TZVPD

ORCA input file:
```
! wB97M-V def2-TZVPD RIJCOSX def2/J DEFGRID3
* xyz 1 2
Cu 6.94306 -17.44770 32.77934
N 7.62616 -12.65979 35.34281
O 7.78094 -12.88977 36.60973
O 7.20580 -11.54661 35.00977
O 7.78523 -13.60328 34.61028
C 6.23561 -23.04755 31.61336
O 5.73864 -21.91211 31.53452
N 7.26369 -23.45323 30.91518
N 5.76833 -23.91158 32.47644
H 7.83906 -22.80205 30.40038
H 7.65288 -24.28515 31.33533
H 6.12498 -24.85354 32.55132
H 5.02051 -23.61256 33.08592
C 10.04643 -20.93348 36.76371
O 9.41492 -20.27284 35.89423
N 9.48121 -21.72528 37.59420
N 11.20348 -20.76822 37.24230
H 10.05435 -22.29602 38.19908
H 8.59591 -21.26805 37.75928
H 11.82052 -20.04666 36.89778
H 11.63215 -21.40271 37.90092
C 12.82283 -18.26725 30.81502
O 11.66993 -18.11267 31.06144
N 13.69646 -18.04334 31.64965
N 13.26404 -18.80038 29.74328
H 14.58689 -18.51446 31.57686
H 13.57763 -17.48520 32.48299
H 14.21506 -18.95315 29.43947
H 12.41784 -19.05528 29.25432
C 3.69228 -17.72315 38.14018
O 4.08252 -17.81983 37.00136
N 2.85723 -18.50402 38.72483
N 4.15745 -16.80706 38.96889
H 2.38175 -18.10445 39.52130
H 2.55870 -19.29774 38.17622
H 4.84154 -16.18436 38.56348
H 4.10409 -16.93915 39.96879
C 1.72308 -15.35543 30.44495
O 2.62081 -16.09950 30.90852
N 1.01301 -15.69145 29.36311
N 1.30493 -14.25501 30.96920
H 1.38845 -16.39375 28.74190
H 0.28870 -15.07584 29.02176
H 0.64420 -13.67391 30.47336
H 1.64787 -13.89712 31.84920
C 8.36965 -13.34216 28.88661
O 7.76349 -14.29434 29.31495
N 8.97482 -13.25615 27.79864
N 8.29558 -12.14133 29.34955
H 9.09844 -14.12783 27.30367
H 9.70361 -12.55927 27.74110
H 7.87167 -11.96147 30.24846
H 8.94306 -11.59245 28.80218
*
```

Kohn-Sham gap (spin up / spin down) (eV): 5.85 / 5.03
E_LUMO (spin up / spin down) (eV): -5.43 / -6.26
Expectation value of S²: 0.756

Löwdin atomic charge list, values in e, 5 entries: atom 1 (Cu): 0.976, atom 2 (N): -0.546, atom 3 (O): 0.237, atom 4 (O): 0.164, atom 5 (O): 0.149



C6H24KN12O6 | wB97M-V/def2-TZVPD

ORCA input file:
```
! wB97M-V def2-TZVPD RIJCOSX def2/J DEFGRID3
* xyz 1 1
K 0.61881 0.48225 -0.85179
C -2.69493 2.32900 -0.92909
O -1.48188 2.41220 -0.77875
N -3.35537 1.12798 -0.97994
N -3.49575 3.43531 -1.00623
H -4.29371 1.08211 -1.33315
H -2.78439 0.29615 -1.00431
H -4.49591 3.38053 -1.06169
H -3.08881 4.35104 -0.98749
C 0.05295 -0.84562 -4.32978
O 0.82427 -0.24184 -3.60200
N -1.07428 -1.47606 -3.89033
N 0.25756 -0.93232 -5.68247
H -1.51477 -2.21203 -4.41043
H -1.25923 -1.44824 -2.89614
H 1.00630 -0.48291 -6.17282
H -0.49062 -1.27194 -6.26163
C 3.30486 -2.10056 0.39928
O 2.31316 -1.88379 -0.27568
N 4.12022 -1.09075 0.83176
N 3.66859 -3.35381 0.80501
H 5.07997 -1.25332 1.07797
H 3.88051 -0.17717 0.47015
H 4.48640 -3.44841 1.38280
H 3.18413 -4.21136 0.62834
C -0.74917 1.05230 2.84413
O -0.18754 0.70535 1.81122
N -1.77152 0.36551 3.44739
N -0.44023 2.24029 3.45362
H -2.14141 0.73580 4.30262
H -1.90699 -0.59321 3.20260
H 0.29154 2.80042 3.05764
H -0.73871 2.44587 4.38923
C -2.41222 -2.26582 -0.39489
O -1.66882 -1.43391 -0.92625
N -3.03698 -3.25791 -1.09193
N -2.71085 -2.15335 0.93892
H -3.67879 -3.86191 -0.61424
H -2.82272 -3.34551 -2.06610
H -3.06350 -2.93700 1.45567
H -2.17405 -1.39702 1.32817
C 3.22469 2.11036 1.50252
O 2.96032 1.67287 0.38807
N 3.07775 1.34344 2.63084
N 3.74452 3.36015 1.68286
H 2.58419 0.47886 2.49600
H 3.27852 1.76172 3.51886
H 3.82291 3.73179 2.61169
H 3.75101 3.97445 0.88977
*
```

Kohn-Sham gap (eV): 9.88
E_LUMO (eV): -2.03

Löwdin atomic charge list, values in e, 5 entries: atom 1 (K): 0.814, atom 2 (C): -0.652, atom 3 (O): -0.029, atom 4 (N): 0.171, atom 5 (N): 0.157



C6H24KN12O6 | wB97M-V/def2-TZVPD

ORCA input file:
```
! wB97M-V def2-TZVPD RIJCOSX def2/J DEFGRID3
* xyz 1 1
K 0.25080 -0.51664 -0.72369
C -3.32229 1.22116 -0.49155
O -2.11871 0.98337 -0.51873
N -3.82285 2.48220 -0.50934
N -4.23745 0.21410 -0.38844
H -4.81298 2.63377 -0.44756
H -3.19428 3.26270 -0.50595
H -3.84853 -0.67870 -0.13323
H -5.21657 0.26387 -0.60090
C 3.80177 -0.45266 -0.37171
O 3.04779 -0.88133 -1.22740
N 4.26992 0.81534 -0.31607
N 4.19175 -1.23893 0.69008
H 4.88236 1.14127 0.40597
H 3.98321 1.44778 -1.04223
H 4.99498 -1.02039 1.24773
H 3.83354 -2.17046 0.56195
C -0.86056 -0.31301 2.74529
O -0.70969 -1.21212 1.92117
N -1.53112 0.82334 2.47803
N -0.28795 -0.35226 3.98731
H -1.55099 1.60164 3.10753
H -1.95549 0.87343 1.56771
H -0.75007 0.17179 4.71173
H 0.05163 -1.26164 4.25239
C 1.64241 -3.61302 0.06502
O 1.06076 -2.99989 -0.80477
N 1.31498 -3.51270 1.39731
N 2.78668 -4.35076 -0.19083
H 1.60471 -4.23373 2.03083
H 0.81411 -2.69995 1.71957
H 3.45281 -4.57106 0.52587
H 3.13248 -4.09600 -1.10618
C -2.23810 -0.42290 -3.87017
O -1.47771 -0.71691 -2.95552
N -3.32046 0.39608 -3.74581
N -2.03820 -0.92654 -5.12139
H -3.74533 0.74891 -4.58110
H -3.51156 0.70475 -2.81577
H -2.78833 -0.97210 -5.78734
H -1.25944 -1.54405 -5.25795
C 1.20546 2.73222 0.89655
O 1.10783 1.88668 0.01800
N 2.34441 3.13881 1.48458
N 0.09517 3.45822 1.25391
H 2.21797 3.74076 2.27896
H 3.15822 2.55901 1.42212
H 0.12966 4.18608 1.94476
H -0.77673 3.27046 0.79923
*
```

Kohn-Sham gap (eV): 9.82
E_LUMO (eV): -2.15

Löwdin atomic charge list, values in e, 5 entries: atom 1 (K): 0.853, atom 2 (C): -0.695, atom 3 (O): -0.044, atom 4 (N): 0.181, atom 5 (N): 0.180



C6H24N13O9V | wB97M-V/def2-TZVPD

ORCA input file:
```
! wB97M-V def2-TZVPD RIJCOSX def2/J DEFGRID3
* xyz 2 5
V 0.07251 0.30744 -0.14723
N -2.04228 -1.51498 -2.10160
O -0.98827 -0.97476 -1.84433
O -2.98309 -0.82435 -2.45054
O -2.17757 -2.70735 -2.01164
C -3.00377 -0.26341 1.22223
O -1.93751 0.17261 0.86123
N -3.25177 -0.62180 2.50285
N -3.95778 -0.50652 0.44669
H -2.52880 -0.19034 3.06075
H -4.16067 -0.75061 2.92405
H -4.04059 -0.30081 -0.53867
H -4.74174 -1.01787 0.82619
C -0.34120 -2.93449 1.07197
O -0.17343 -1.84401 0.59773
N 0.20637 -3.31577 2.21330
N -0.98635 -3.85166 0.58223
H 1.11601 -2.98928 2.50669
H 0.02648 -4.23121 2.60020
H -0.81887 -4.82586 0.78953
H -1.48222 -3.70850 -0.28595
C -0.78726 3.30917 1.24935
O -0.02486 2.33781 1.11480
N -1.08602 4.17800 0.28000
N -1.50129 3.62388 2.25703
H -0.71256 3.83925 -0.59515
H -2.01715 4.56893 0.26341
H -1.53891 3.09300 3.11543
H -2.30123 4.22603 2.12427
C 0.02869 1.84164 -3.22809
O 0.30912 1.68710 -2.03530
N 0.90171 1.78258 -4.14959
N -1.03381 2.42511 -3.67435
H 0.67429 2.22272 -5.02974
H 1.68178 1.14106 -4.15736
H -1.72106 2.80509 -3.03922
H -1.44391 2.07028 -4.52642
C 2.40229 -0.12875 2.46558
O 1.57753 0.28416 1.60546
N 2.08066 -0.72554 3.50721
N 3.66523 0.02363 2.32783
H 1.11770 -0.71936 3.81182
H 2.60300 -1.24291 4.19973
H 3.85377 0.44540 1.42970
H 4.26782 -0.29043 3.07507
C 2.95270 -0.58727 -1.61383
O 2.05547 -0.17636 -0.92528
N 3.99748 0.20622 -1.95825
N 3.06786 -1.76562 -2.09951
H 4.05388 1.11471 -1.52056
H 4.65627 -0.11131 -2.65486
H 3.91715 -2.01974 -2.58347
H 2.49822 -2.56494 -1.86138
*
```

Kohn-Sham gap (spin up / spin down) (eV): 6.92 / 4.44
E_LUMO (spin up / spin down) (eV): -5.93 / -10.23
Expectation value of S²: 6.008

Löwdin atomic charge list, values in e, 5 entries: atom 1 (V): 1.027, atom 2 (N): -0.553, atom 3 (O): 0.137, atom 4 (O): 0.249, atom 5 (O): 0.234



F_max readings, ordered: 9.482; 2.161; 0.639; 4.685; 10.972; 1.233; 1.953; 10.314 eV Å⁻¹
Electronic energy readings, ordered: -3614.70738; -1740.71853; -2152.92886; -673.28771; -3272.00662; -1951.64525; -1951.62654; -2575.53362 Ha